Entry 1:
The following is a quantum chemistry calculation of C36H42MgN2OP3 as an isolated structure in a non-equilibrium geometry, from the Open Molecules 2025 dataset.

- HOMO level: -2.3 eV
- E_tot: -2805.6221 hartree
- Energy above the lowest of the compared OMol25 structures with the same formula, charge and spin: 8.166 eV
- E_LUMO: 2.4 eV

ORCA input file:
```
! wB97M-V def2-TZVPD RIJCOSX def2/J DEFGRID3
* xyz -1 1
Mg -0.5139 0.5042 -0.2797
C 1.8581 -0.3328 3.0380
P 1.1743 0.5170 1.5495
C 2.7004 0.6707 0.4485
N 3.8650 0.7675 1.1421
C 5.0167 0.8958 0.4305
C 6.2363 1.0098 1.1075
C 7.4324 1.1455 0.4217
C 7.4315 1.1698 -0.9752
C 6.2344 1.0587 -1.6638
C 5.0156 0.9217 -0.9898
N 3.8638 0.8131 -1.7044
C 2.7013 0.6752 -1.0167
P 1.1737 0.5070 -2.1090
C 1.6975 1.3891 -3.6452
C 1.2032 -1.3059 -2.6339
C 1.0281 -2.2030 -1.3996
C 0.0061 -1.5493 -3.5681
C 2.4851 -1.7250 -3.3578
C 0.8917 2.2785 2.1696
C 0.5272 3.1853 0.9892
C 2.0956 2.8913 2.8899
C -0.3031 2.2536 3.1373
H 2.7251 0.1647 3.4786
H 2.1620 -1.3480 2.7711
H 1.0903 -0.4188 3.8160
H 6.2356 0.9917 2.1925
H 8.3645 1.2325 0.9700
H 8.3629 1.2751 -1.5214
H 6.2326 1.0768 -2.7487
H 2.6434 1.0367 -4.0644
H 1.8092 2.4548 -3.4333
H 0.9309 1.2916 -4.4231
H 0.1299 -1.9531 -0.8362
H 1.8824 -2.1297 -0.7195
H 0.9438 -3.2554 -1.6946
H -0.9415 -1.2874 -3.0880
H -0.0544 -2.6050 -3.8566
H 0.0835 -0.9659 -4.4902
H 3.3721 -1.5956 -2.7346
H 2.6375 -1.1667 -4.2845
H 2.4410 -2.7865 -3.6327
H 1.3611 3.2921 0.2868
H 0.2713 4.1919 1.3398
H -0.3270 2.8085 0.4360
H 2.9656 2.9805 2.2370
H 2.3899 2.3147 3.7705
H 1.8574 3.9034 3.2402
H -1.2000 1.8429 2.6632
H -0.5483 3.2655 3.4791
H -0.0936 1.6533 4.0283
C -2.2974 -2.4728 4.1877
C -1.6902 -3.2448 3.2063
C -1.7337 -2.8367 1.8778
C -2.3895 -1.6580 1.4994
C -2.9871 -0.8927 2.5008
C -2.9435 -1.2961 3.8328
P -2.3656 -1.2217 -0.2720
C -3.8375 -2.0341 -0.9747
C -4.2222 -1.6983 -2.2783
C -5.3147 -2.3068 -2.8849
C -6.0361 -3.2780 -2.2020
C -5.6593 -3.6344 -0.9144
C -4.5677 -3.0182 -0.3073
C -2.9760 0.6944 -0.2340
C -4.3596 0.9068 -0.1464
C -4.8787 2.1976 -0.1145
C -4.0365 3.3020 -0.1680
C -2.6585 3.1305 -0.2523
C -2.1175 1.8506 -0.2859
H -2.2624 -2.7837 5.2259
H -1.1785 -4.1622 3.4736
H -1.2462 -3.4561 1.1298
H -3.4959 0.0363 2.2732
H -3.4128 -0.6836 4.5946
H -3.6692 -0.9488 -2.8369
H -5.5980 -2.0258 -3.8928
H -6.8848 -3.7599 -2.6744
H -6.2113 -4.3987 -0.3790
H -4.3010 -3.3305 0.6964
H -5.0571 0.0754 -0.0851
H -5.9522 2.3408 -0.0445
H -4.4582 4.3030 -0.1417
H -1.9991 3.9917 -0.2923
O 1.2497 0.5104 -0.2788
*
```

Entry 2:
The following is a quantum chemistry calculation of a 2-piece molecular cluster, C3H9N2O2 overall in a non-equilibrium geometry, from the Open Molecules 2025 dataset.

- HOMO level: -4.3 eV
- E_tot: -379.7450 hartree
- Energy above the lowest of the compared OMol25 structures with the same formula, charge and spin: 0.987 eV
- E_LUMO: 4.2 eV

ORCA input file:
```
! wB97M-V def2-TZVPD RIJCOSX def2/J DEFGRID3
* xyz -1 1
O -2.1841 -1.0238 0.9913
C -1.3897 -1.8501 1.4734
O -0.1527 -1.9655 1.2929
H -1.7664 -2.6408 2.1872
C 0.6527 1.3879 0.7348
N 0.6214 1.5357 -0.7218
C 0.0173 0.3831 -1.4483
N 0.7248 -0.8442 -1.2614
H 0.8361 2.3674 1.1739
H -0.2716 0.9277 1.0995
H 1.4394 0.6824 1.0158
H 0.1157 2.3761 -0.9746
H 0.0626 0.6197 -2.5187
H -1.0175 0.2555 -1.1292
H 1.6872 -0.8783 -1.5610
H 0.6250 -1.3328 -0.3537
*
```

Entry 3:
The following is a quantum chemistry calculation of C26H30ClFeN11O3S2 as an isolated structure, from the Open Molecules 2025 dataset.

- HOMO level (spin up / spin down): -10.4 / -10.4 eV
- E_tot: -4357.0483 hartree
- Energy above the lowest of the compared OMol25 structures with the same formula, charge and spin: 0.000 eV
- E_LUMO (spin up / spin down): -2.6 / -3.4 eV

ORCA input file:
```
! wB97M-V def2-TZVPD RIJCOSX def2/J DEFGRID3
* xyz 1 2
Fe -1.4302 -0.1032 -0.4370
O -0.2814 -1.6468 2.9372
C -0.3465 -1.2446 1.7770
N -0.9245 -0.1183 1.3497
C -1.5448 0.8052 2.2749
C -2.5773 1.5757 1.5060
C -3.3892 2.5408 2.0846
C -4.2929 3.2241 1.2964
C -4.3734 2.9315 -0.0609
C -3.5424 1.9602 -0.5713
N -2.6691 1.2969 0.1976
C 0.1696 -2.0765 0.6313
C 0.9032 -3.2266 0.8328
C 1.4040 -3.8840 -0.2783
C 1.1400 -3.3710 -1.5410
C 0.3448 -2.2460 -1.6559
N -0.1497 -1.6222 -0.5860
H -0.8077 1.5055 2.6724
H -2.0016 0.2886 3.1226
H -3.2927 2.7516 3.1409
H -4.9305 3.9831 1.7296
H -5.0665 3.4476 -0.7090
H -3.5534 1.6881 -1.6189
H 1.0869 -3.5574 1.8451
H 2.0005 -4.7791 -0.1612
H 1.5278 -3.8398 -2.4341
H 0.0893 -1.8398 -2.6245
N -0.4869 0.7626 -3.7283
C -1.5560 -0.0167 -3.5594
N -2.0479 -0.3704 -2.3844
C -3.1190 -1.2388 -2.5377
C -3.4586 -1.5336 -3.8053
S -2.4004 -0.7175 -4.9005
C -3.7181 -1.7088 -1.2984
C -4.8941 -2.3443 -1.1447
S -5.1633 -2.6745 0.5186
C -3.6884 -1.8670 0.9244
N -3.0170 -1.4264 -0.1249
N -3.3716 -1.7084 2.2299
H -0.1764 1.0269 -4.6454
H -0.0562 1.1621 -2.8977
H -4.2408 -2.1813 -4.1615
H -5.6103 -2.6176 -1.9001
H -3.9875 -2.1565 2.8894
H -2.4032 -1.6820 2.5361
Cl 2.0267 2.6533 -2.4218
C 0.6227 3.3835 -1.5940
C -0.0355 2.4304 -0.6035
O -0.3016 2.8162 0.5121
O -0.2800 1.2438 -1.0975
H -0.0979 3.6564 -2.3636
H 0.9604 4.2693 -1.0684
C 3.8461 -1.3448 1.3482
N 5.0838 -0.5711 1.4451
C 5.3627 0.0113 0.1290
N 4.2679 0.8651 -0.3451
C 3.0561 0.0525 -0.3991
N 2.7098 -0.5301 0.9051
C 2.5478 0.5765 1.8659
N 3.7516 1.3958 1.9736
C 4.8592 0.5300 2.3886
C 4.0595 1.9281 0.6444
H 3.6156 -1.7725 2.3274
H 3.9975 -2.1611 0.6358
H 5.5212 -0.7953 -0.5902
H 6.2752 0.6064 0.1916
H 3.2061 -0.7596 -1.1171
H 2.2227 0.6692 -0.7390
H 2.3106 0.1533 2.8460
H 1.7141 1.2026 1.5447
H 4.6361 0.1147 3.3731
H 5.7703 1.1263 2.4596
H 4.9629 2.5378 0.7042
H 3.2320 2.5609 0.3146
*
```

Entry 4:
The following is a quantum chemistry calculation of a 6-piece molecular cluster, C36H87N3 overall in a non-equilibrium geometry, from the Open Molecules 2025 dataset.

- HOMO level: -7.9 eV
- E_tot: -1587.4344 hartree
- Structure (SMILES): CCN(CC)CC.CCN(CC)CC.CCN(CC)CC.CCCCCC.CCCCCC.CCCCCC
- Energy above the lowest of the compared OMol25 structures with the same formula, charge and spin: 2.366 eV
- E_LUMO: 0.7 eV

ORCA input file:
```
! wB97M-V def2-TZVPD RIJCOSX def2/J DEFGRID3
* xyz 0 1
C 1.2156 -2.1112 -3.1797
C 0.4076 -2.9112 -2.3107
N -0.7264 -3.5342 -3.0297
C -0.3384 -4.7442 -3.9137
C 0.3656 -5.8832 -3.0987
C -1.7934 -3.8452 -2.0957
C -2.5804 -2.6712 -1.6957
H 1.7246 -2.6812 -3.9957
H 1.9466 -1.5102 -2.6657
H 0.5096 -1.4352 -3.7387
H -0.0724 -2.2772 -1.4967
H 0.9766 -3.7022 -1.8407
H 0.4526 -4.3132 -4.5867
H -1.1624 -5.0882 -4.4817
H -0.4674 -6.4002 -2.5007
H 1.1396 -5.4242 -2.6247
H 0.7796 -6.6752 -3.7797
H -1.0094 -4.3422 -1.4317
H -2.3754 -4.7322 -2.3787
H -2.1334 -1.7072 -1.4897
H -3.2814 -2.8792 -0.8547
H -3.6104 -2.4442 -2.2377
C -0.4724 1.7008 2.7883
C -0.1184 0.3138 3.3713
N 0.1456 -0.6742 2.2473
C 1.2686 -0.5302 1.3753
C 2.5436 -0.1482 2.0073
C 0.0916 -2.0652 2.7293
C -1.2624 -2.5222 3.2153
H -1.3904 1.4798 2.1793
H 0.4476 2.1938 2.0553
H -0.8074 2.2018 3.7313
H -0.8244 -0.0362 3.8803
H 0.8036 0.1998 4.0173
H 0.7466 0.3358 0.6183
H 1.4616 -1.3162 0.6003
H 2.7226 0.7498 2.4093
H 3.4986 -0.3612 1.4563
H 2.8056 -0.9902 2.6533
H 0.7996 -2.1512 3.5133
H 0.3916 -3.0302 2.1023
H -1.7324 -1.8532 4.0303
H -0.9524 -3.4372 3.5933
H -2.0834 -2.3982 2.5093
C -1.9614 -6.9472 4.6883
C -1.0594 -7.2212 3.5723
N -1.4674 -6.4472 2.3813
C -0.3904 -5.8492 1.4943
C 0.4656 -6.8332 0.6403
C -2.3594 -7.2402 1.4463
C -3.2734 -6.5352 0.4863
H -2.9524 -7.0092 4.1423
H -1.8444 -5.9312 5.0223
H -1.8924 -7.4792 5.4163
H -1.0954 -8.2852 2.9463
H -0.0674 -7.1292 3.8903
H 0.2316 -5.6302 2.3863
H -0.8164 -4.9932 0.8343
H -0.0694 -7.3332 -0.2657
H 0.7456 -7.6962 1.3393
H 1.1986 -6.3162 -0.0257
H -3.1044 -7.7232 2.2833
H -1.7754 -8.0852 1.0833
H -2.7574 -6.2482 -0.3477
H -3.5734 -5.5142 0.8563
H -4.2184 -7.0742 0.4573
C -3.0064 4.0358 0.3133
C -1.9084 5.0288 0.8793
C -1.9994 6.4818 0.4303
C -3.4374 7.1618 0.8173
C -3.5174 8.7208 0.5293
C -4.8074 9.2628 1.1453
H -2.9434 4.3068 -0.8037
H -3.8344 4.3798 0.6363
H -3.0134 2.9108 0.4603
H -0.9364 4.6418 0.3723
H -1.9494 4.7738 2.0103
H -1.9374 6.3628 -0.7817
H -1.0254 6.9678 0.7663
H -3.5274 6.9938 1.8573
H -4.2214 6.6928 0.3193
H -3.6184 8.9368 -0.5557
H -2.8404 9.2238 1.2003
H -4.9514 9.6258 2.1183
H -5.5224 8.5428 0.9163
H -4.8634 10.1748 0.5793
C 1.7886 5.0248 1.2433
C 2.5306 3.7008 1.4503
C 3.9746 3.8978 0.9693
C 4.5976 2.4778 0.9023
C 6.0806 2.4308 0.6303
C 7.0546 2.7218 1.7133
H 0.7366 5.1238 1.7183
H 1.8116 5.3948 0.1113
H 2.4456 5.7288 1.8643
H 2.0456 2.9338 1.0353
H 2.4696 3.5958 2.4323
H 4.5566 4.7828 1.4943
H 4.0846 4.2218 -0.0657
H 4.1746 1.7908 0.2423
H 4.5306 2.0528 1.8823
H 6.1576 3.1448 -0.1737
H 6.3916 1.5518 0.2003
H 7.7136 3.4858 1.5193
H 7.4896 1.8388 2.2253
H 6.4966 3.2908 2.5983
C 0.7026 1.4548 -6.9907
C 0.8886 2.3968 -5.7207
C 0.6746 1.6198 -4.4247
C 0.9626 2.4978 -3.2567
C 0.7196 1.6848 -1.9627
C -0.6714 1.9338 -1.3977
H -0.4154 1.1128 -7.2227
H 1.1116 0.4908 -6.8137
H 0.9966 1.9808 -7.9347
H 0.3616 3.2578 -5.7387
H 1.8916 2.8718 -5.8337
H 1.3646 0.8478 -4.3767
H -0.3224 1.3018 -4.3837
H 0.7106 3.5298 -3.3017
H 2.0646 2.8258 -3.1427
H 1.2266 2.2128 -1.2347
H 1.2256 0.5998 -2.0697
H -1.3094 1.6698 -1.9637
H -0.7684 2.9158 -1.3077
H -0.7024 1.5438 -0.5127
*
```

Entry 5:
The following is a quantum chemistry calculation of a 14-piece molecular cluster, C34H99N3O25 overall in a non-equilibrium geometry, from the Open Molecules 2025 dataset.

- HOMO level: -9.2 eV
- E_tot: -3399.8525 hartree
- Energy above the lowest of the compared OMol25 structures with the same formula, charge and spin: 0.000 eV
- E_LUMO: 0.5 eV

ORCA input file:
```
! wB97M-V def2-TZVPD RIJCOSX def2/J DEFGRID3
* xyz 0 1
C 13.4524 7.1591 12.7867
C 12.2761 8.1939 12.8616
C 11.5853 8.0797 14.2622
O 11.1684 6.7534 14.4856
C 11.1151 6.2017 15.7492
N 12.9690 9.5493 12.7517
H 13.0614 6.1374 12.9825
H 14.2477 7.4603 13.4943
H 13.8958 7.1834 11.7233
H 11.5341 8.1418 12.0654
H 10.7146 8.7299 14.2923
H 12.3760 8.3054 14.9747
H 11.0658 5.1452 15.5712
H 10.3644 6.6450 16.4299
H 12.0109 6.4173 16.2915
H 13.4883 9.8898 13.5561
H 12.2595 10.2197 12.6162
C 12.2964 12.4549 15.9981
C 13.5928 13.2928 15.8012
C 13.7211 13.8104 14.3468
O 12.4596 14.4124 14.0254
C 12.6460 15.4262 13.0583
N 13.5237 14.3827 16.7253
H 11.3821 13.0796 15.8702
H 12.2163 12.1140 17.0079
H 12.1941 11.5898 15.3436
H 14.4257 12.5854 15.9533
H 14.0989 12.9789 13.6603
H 14.5952 14.5269 14.3050
H 11.6162 15.4186 12.6351
H 13.3394 15.1177 12.2615
H 12.8558 16.4080 13.5022
H 12.7633 14.9833 16.4447
H 14.3443 14.9792 16.6121
C 18.1979 15.9408 10.6706
C 17.3510 14.6360 10.9847
C 18.0345 13.8117 12.1386
O 17.2236 12.6585 12.4521
C 17.2175 11.6850 11.4626
N 16.0027 14.9042 11.3727
H 17.7969 16.3001 9.7032
H 19.2577 15.6166 10.5524
H 18.2353 16.6464 11.5074
H 17.4276 13.9675 10.0864
H 18.0377 14.3658 13.0447
H 19.0206 13.4400 12.0234
H 16.5013 11.9023 10.6645
H 16.8027 10.8071 11.8815
H 18.2289 11.4981 11.0679
H 15.6695 14.1971 11.9648
H 15.9592 15.7881 11.8838
C 11.8226 13.8996 19.6514
C 11.0236 12.5952 19.8935
O 9.6331 12.6414 19.6492
O 13.1819 13.6040 19.3505
H 11.8868 14.6057 20.5484
H 11.3344 14.4404 18.8518
H 11.2480 12.1720 20.8591
H 11.4276 11.8553 19.2107
H 9.2206 13.4857 19.8508
H 13.3601 13.6814 18.3398
C 13.9551 9.7092 18.5808
C 13.7172 9.1685 17.1766
O 14.0510 10.0604 16.1758
O 15.2974 10.0787 18.8578
H 13.5845 9.0057 19.3209
H 13.4173 10.6374 18.5920
H 12.5973 8.9491 17.1117
H 14.1482 8.1476 16.9532
H 15.0119 10.0887 15.9938
H 15.3471 10.5708 19.6865
C 14.1312 16.9259 8.9890
C 13.7012 17.5209 7.6821
O 14.7481 17.8119 6.7528
O 14.8333 15.6711 8.7946
H 13.2171 16.9168 9.6311
H 14.7576 17.5726 9.5376
H 13.2213 18.4886 7.8951
H 12.9388 16.9498 7.2005
H 15.4284 17.1272 6.9076
H 15.2188 15.3728 9.6388
C 7.5146 10.3359 17.1404
C 8.9453 9.8332 16.9673
O 9.7727 10.3297 17.9845
O 7.4092 11.6919 16.7195
H 7.2192 10.3021 18.1737
H 6.8563 9.7196 16.6110
H 9.2721 10.1836 15.9718
H 9.1141 8.7460 16.9847
H 9.3963 11.0677 18.4869
H 7.5185 12.2582 17.5026
C 9.4973 15.2587 9.6511
C 9.1791 14.2850 8.5986
O 10.2814 14.2532 7.7162
O 10.4322 14.7921 10.5836
H 8.5561 15.4247 10.1884
H 9.7888 16.2263 9.2855
H 8.3871 14.7325 8.0226
H 8.9919 13.3183 9.0019
H 11.0346 13.7339 8.0826
H 11.2457 14.3881 10.2604
C 18.4994 10.4676 16.7422
C 17.7999 11.6898 16.2409
O 16.8589 11.3334 15.2043
O 17.6639 9.4534 17.2087
H 19.2287 10.6767 17.5236
H 19.1853 10.0764 15.9688
H 18.5822 12.3203 15.8555
H 17.2331 12.1506 17.0624
H 17.1567 11.7116 14.3849
H 17.0606 9.7385 17.8661
C 13.8812 12.8308 9.9788
C 13.3714 11.3769 10.1456
O 14.4361 10.5362 10.6226
O 12.7856 13.6305 9.2992
H 14.8271 12.9609 9.4705
H 13.8890 13.2825 10.9598
H 12.9113 10.9724 9.1516
H 12.5558 11.4762 10.9062
H 14.0100 9.9210 11.2854
H 13.3654 14.3851 8.9652
C 17.1822 13.5185 19.9833
C 16.2354 13.5184 21.2242
O 15.1363 12.6445 20.9561
O 16.4204 13.7718 18.7935
H 17.6729 12.4858 19.8500
H 17.9549 14.2675 20.1622
H 15.8930 14.5164 21.3097
H 16.7924 13.2379 22.1105
H 14.4271 13.1028 20.4232
H 15.5226 13.3649 18.9980
C 17.1713 15.6434 15.9141
C 17.2509 16.7523 14.8390
O 15.9316 17.2363 14.5729
O 16.2543 16.1675 16.8870
H 18.1924 15.4989 16.3297
H 16.7483 14.6720 15.5310
H 17.7195 16.3960 13.9321
H 17.8565 17.4923 15.3332
H 15.4265 16.9993 15.3826
H 16.3586 15.5490 17.6560
C 9.8890 12.0782 12.7355
C 8.8969 12.9638 13.4868
O 9.2920 14.3828 13.3675
O 11.2742 12.3007 12.9395
H 9.6744 12.1347 11.6629
H 9.6051 11.0507 13.0374
H 8.8787 12.8453 14.5794
H 7.8966 12.7024 13.1065
H 9.6064 14.5616 12.4388
H 11.4680 13.1698 13.2804
C 7.4143 15.0821 17.2419
C 8.2552 16.1401 16.6788
O 9.3576 15.4742 15.9869
O 8.1084 14.2322 18.1613
H 6.8804 14.5155 16.4630
H 6.6013 15.5879 17.7532
H 8.7788 16.6447 17.5302
H 7.6372 16.8375 16.1159
H 8.9766 15.1773 15.1309
H 9.0234 14.1823 17.7307
*
```

Entry 6:
The following is a quantum chemistry calculation of C3H3FeO3 as an isolated structure in a non-equilibrium geometry, from the Open Molecules 2025 dataset.

- HOMO level (spin up / spin down): -14.2 / -13.7 eV
- E_tot: -1604.9208 hartree
- Energy above the lowest of the compared OMol25 structures with the same formula, charge and spin: 6.125 eV
- E_LUMO (spin up / spin down): -4.9 / -10.2 eV

ORCA input file:
```
! wB97M-V def2-TZVPD RIJCOSX def2/J DEFGRID3
* xyz 1 7
H 0.0460 -0.2065 0.6545
O -2.3012 -0.4888 0.1226
C -1.4987 -1.3716 0.2793
O -0.1795 -1.1422 0.5818
O -1.6313 -2.6548 0.1550
Fe 0.2060 -3.2767 0.7410
H -2.7142 -3.1746 -0.5308
C -4.0055 -3.7544 -0.7229
C -3.3453 -3.6515 -1.7760
H -4.6797 -3.8775 0.1136
*
```